Molecular formula: C22H32ClF2O17PS
Method: DFT, ωB97M-V/def2-TZVPD

Computed properties:
orbital gap = 8.46 eV
energy relative to the best compared isomer or geometry (same formula, charge and spin) = 581.9 kJ/mol
structure (SMILES) = C[C@@H](F)[C@]1(P(O)Cl)C[C@H](S(=O)(=O)F)OC1=O.C[C@@H]1COC(=O)O1.C[C@@H]1COC(=O)O1.C[C@@H]1COC(=O)O1.C[C@@H]1COC(=O)O1

Each line ends with the Löwdin charge.
Element x y z (Å)
C -2.6039 -3.1979 -0.5970  -0.048
C -1.1344 -2.6772 -0.0870  -0.239
F -0.2821 -2.4980 -1.3111  -0.119
C -1.1515 -1.2409 0.7033  -0.408
P -1.7684 0.1311 -0.4731  0.718
O -3.1942 0.8348 0.2840  -0.381
Cl -0.4000 1.7450 -0.6553  0.241
C 0.2905 -1.0923 1.4689  -0.110
C 0.0341 -0.8699 3.0728  -0.288
S 0.1137 -2.3196 4.2568  0.966
O 0.2809 -3.6978 3.5109  -0.353
O 1.2474 -2.1750 5.3457  -0.365
F -1.4087 -2.3423 5.1178  -0.233
O -1.3574 -0.3984 3.1487  -0.064
C -2.1165 -1.0894 2.0586  -0.208
O -3.3715 -1.5175 2.2616  0.040
H -2.8787 -4.1782 -0.0020  0.106
H -2.5335 -3.5030 -1.7477  0.076
H -3.4434 -2.3638 -0.4426  0.104
H -0.6205 -3.5071 0.5922  0.166
H -3.8566 1.1057 -0.4421  0.089
H 1.1335 -1.8847 1.1752  0.161
H 0.8198 -0.0754 1.1630  0.104
H 0.9128 -0.1890 3.4384  0.170
C 0.4078 7.2780 -1.2483  -0.009
C -0.5482 6.4793 -2.1108  -0.343
C -1.7707 6.0050 -1.3849  -0.114
O -2.1417 4.8617 -2.1363  0.053
C -0.9887 4.3743 -2.6900  -0.548
O -0.8930 3.2968 -3.2479  0.075
O 0.0420 5.2588 -2.5269  0.075
H -0.0036 8.2648 -1.0181  0.100
H 0.6199 6.7620 -0.3055  0.092
H 1.3684 7.4057 -1.7581  0.054
H -0.8074 7.0496 -3.0111  0.166
H -2.5736 6.7469 -1.3846  0.144
H -1.5730 5.6897 -0.3543  0.141
C 2.2406 -2.9809 8.2245  -0.024
C 2.7470 -4.3024 8.7658  -0.351
C 1.9536 -5.4899 8.3113  -0.114
O 2.1878 -6.4238 9.3516  0.060
C 2.4336 -5.6892 10.4801  -0.507
O 2.4949 -6.1514 11.6045  0.133
O 2.5954 -4.3658 10.1744  0.084
H 2.4565 -2.8865 7.1565  0.062
H 1.1597 -2.8785 8.3702  0.093
H 2.7084 -2.1450 8.7549  0.091
H 3.8139 -4.4170 8.5387  0.161
H 2.2982 -5.8832 7.3514  0.144
H 0.8757 -5.3008 8.2554  0.143
C 3.3823 4.7060 -5.2365  -0.015
C 3.7196 6.1467 -4.9104  -0.350
C 4.7392 6.3015 -3.8228  -0.113
O 4.4343 7.5856 -3.3057  0.068
C 3.1003 7.7868 -3.5367  -0.506
O 2.4487 8.7007 -3.0659  0.121
O 2.5976 6.8198 -4.3632  0.084
H 4.2106 4.2182 -5.7579  0.091
H 3.1584 4.1341 -4.3294  0.092
H 2.4886 4.6550 -5.8671  0.092
H 4.0164 6.6785 -5.8226  0.162
H 5.7646 6.2681 -4.2002  0.144
H 4.6305 5.5705 -3.0138  0.143
C -3.2155 -5.7108 -6.5838  -0.020
C -3.7128 -4.9652 -5.3622  -0.351
C -2.8924 -3.7618 -5.0084  -0.101
O -3.1338 -3.6320 -3.6176  0.032
C -3.4136 -4.8899 -3.1565  -0.492
O -3.4910 -5.1922 -1.9800  0.101
O -3.5892 -5.7620 -4.1956  0.096
H -3.4109 -5.1413 -7.4968  0.092
H -2.1394 -5.9064 -6.5206  0.091
H -3.7066 -6.6862 -6.6638  0.091
H -4.7730 -4.7114 -5.4831  0.163
H -3.2114 -2.8636 -5.5435  0.147
H -1.8166 -3.9059 -5.1585  0.146

---

Molecular formula: C22H32N2O2
Method: DFT, ωB97M-V/def2-TZVPD

Computed properties:
orbital gap = 9.19 eV
energy relative to the best compared isomer or geometry (same formula, charge and spin) = 72.6 kJ/mol

Each line ends with the Löwdin charge.
Element x y z (Å)
C -1.4459 0.3864 3.4114  -0.040
C -0.9586 0.5003 1.9777  -0.355
C -1.5580 -0.5843 1.0698  -0.110
C -3.0328 -0.3835 0.8412  -0.230
C -3.4633 0.6469 0.0055  -0.031
C -4.8153 0.8812 -0.2057  -0.018
C -5.7486 0.0722 0.4219  -0.191
C -5.3300 -0.9592 1.2550  -0.181
C -3.9803 -1.1875 1.4690  0.012
C -6.5216 -1.6841 1.8309  -0.132
C -7.6617 -1.2663 0.8842  -0.178
C -7.2556 0.1265 0.3688  -0.132
N 0.4945 0.4452 1.9551  0.113
C 1.2058 0.9014 0.9055  -0.418
O 0.6985 1.4522 -0.0618  0.067
C 2.7061 0.6437 0.9701  -0.389
O 3.1274 0.2606 2.2734  0.004
C 3.1627 -0.3828 -0.0908  -0.006
C 3.9180 0.7378 -0.8587  -0.423
C 5.4086 0.4797 -1.0337  -0.138
C 5.6757 -0.6020 -2.0752  -0.157
C 5.0495 -0.2542 -3.4192  -0.426
N 5.3660 -1.3027 -4.3875  0.033
C 3.5541 0.0126 -3.2423  -0.154
C 3.2876 1.0944 -2.2000  -0.133
C 3.5588 1.7282 0.2768  -0.013
H -2.5341 0.4290 3.4441  0.079
H -1.1360 -0.5668 3.8496  0.085
H -1.0511 1.1957 4.0264  0.081
H -1.2425 1.4723 1.5689  0.143
H -1.0299 -0.5499 0.1152  0.117
H -1.3714 -1.5644 1.5189  0.120
H -2.7217 1.2622 -0.4926  0.118
H -5.1310 1.6825 -0.8637  0.112
H -3.6546 -1.9958 2.1162  0.121
H -6.3842 -2.7648 1.8811  0.112
H -6.7153 -1.3339 2.8502  0.118
H -7.6959 -1.9607 0.0419  0.111
H -8.6406 -1.2774 1.3623  0.103
H -7.6263 0.9109 1.0368  0.117
H -7.6435 0.3408 -0.6275  0.112
H 0.9983 -0.0521 2.6724  0.138
H 3.2297 1.0597 2.8028  0.108
H 3.8197 -1.1262 0.3618  0.127
H 2.3599 -0.8834 -0.6322  0.125
H 5.8909 1.4143 -1.3451  0.126
H 5.8520 0.2004 -0.0734  0.122
H 6.7470 -0.7648 -2.2047  0.116
H 5.2501 -1.5539 -1.7300  0.119
H 5.5199 0.6684 -3.7814  0.145
H 4.9982 -2.1923 -4.0661  0.069
H 4.9256 -1.1084 -5.2794  0.067
H 3.1107 0.2929 -4.2020  0.113
H 3.0718 -0.9249 -2.9371  0.116
H 2.2170 1.2614 -2.0694  0.112
H 3.7218 2.0424 -2.5412  0.128
H 3.0072 2.6138 -0.0346  0.123
H 4.4167 2.0104 0.8906  0.124

---

Molecular formula: C22H32N2O5
Method: DFT, ωB97M-V/def2-TZVPD

Computed properties:
orbital gap = 9.56 eV
energy relative to the best compared isomer or geometry (same formula, charge and spin) = 178.2 kJ/mol
structure (SMILES) = CC(C)(C)[C@H]1CC[C@@H](C(=O)OCC(=O)N2CCN(C(=O)c3ccco3)CC2)CC1

Each line ends with the Löwdin charge.
Element x y z (Å)
C -1.6057 -4.2329 1.5804  -0.056
H -2.6612 -4.4778 1.6775  0.082
H -1.0259 -5.1011 1.8866  0.086
H -1.3914 -3.4171 2.2653  0.070
C -1.2860 -3.8543 0.1278  -0.566
C -1.6880 -5.0441 -0.7537  -0.061
H -2.6938 -5.3708 -0.4977  0.081
H -1.0117 -5.8829 -0.6037  0.088
H -1.6856 -4.7742 -1.8057  0.079
C -2.1382 -2.6450 -0.2667  -0.043
H -1.8772 -2.2874 -1.2588  0.084
H -3.1898 -2.9245 -0.2751  0.086
H -2.0148 -1.8276 0.4391  0.073
C 0.2349 -3.5732 -0.0120  -0.275
C 0.6809 -2.3088 0.7315  -0.145
H 0.3676 -2.3491 1.7756  0.112
C 2.1985 -2.1562 0.6800  -0.138
C 2.6717 -2.0427 -0.7695  -0.212
C 2.1608 -0.7814 -1.4457  -0.444
O 1.7861 -0.7111 -2.5833  0.140
O 2.2193 0.2772 -0.6160  -0.013
C 1.6897 1.5089 -1.0953  -0.044
H 2.2973 2.3214 -0.6848  0.132
C 0.2297 1.7251 -0.6980  -0.419
O -0.5940 2.0653 -1.5214  0.088
N -0.1019 1.4865 0.6010  -0.049
C -1.4194 1.9072 1.0377  -0.092
C -1.2869 3.2393 1.8260  -0.097
N 0.0399 3.7735 1.6178  -0.040
C 0.4307 4.4449 0.4883  -0.387
O 1.6094 4.4901 0.1617  0.061
C -0.5556 5.1662 -0.3205  -0.178
C -0.3193 5.6915 -1.5681  0.020
C -1.5224 6.2970 -1.9800  -0.038
C -2.4028 6.1069 -0.9581  -0.096
O -1.8339 5.4266 0.0456  0.030
H -3.4269 6.3986 -0.8293  0.124
H -1.7087 6.8012 -2.9054  0.104
H 0.6043 5.6304 -2.1044  0.123
C 1.0396 2.9142 2.2211  -0.097
C 0.8451 1.4652 1.6932  -0.098
H 0.4263 0.8239 2.4746  0.128
H 1.7895 1.0397 1.3678  0.108
H 2.0187 3.3059 1.9443  0.120
H 0.9288 2.9538 3.3074  0.124
H -1.3988 3.0638 2.8998  0.126
H -2.0439 3.9529 1.5152  0.112
H -2.0301 2.0395 0.1436  0.122
H -1.8568 1.1246 1.6635  0.122
H 1.7321 1.5298 -2.1887  0.138
C 2.2227 -3.2765 -1.5521  -0.139
C 0.7092 -3.4683 -1.4658  -0.145
H 0.4542 -4.3741 -2.0146  0.110
H 0.2223 -2.6264 -1.9578  0.116
H 2.5102 -3.1668 -2.5987  0.118
H 2.7298 -4.1549 -1.1465  0.122
H 3.7665 -1.9717 -0.7895  0.159
H 2.5095 -1.2786 1.2479  0.105
H 2.6691 -3.0325 1.1324  0.124
H 0.2224 -1.4320 0.2717  0.109
H 0.7541 -4.4271 0.4426  0.148

---

Molecular formula: C22H32N3O3PtS5
Method: DFT, ωB97M-V/def2-TZVPD

Computed properties:
⟨S²⟩ = 6.058
spin multiplicity = 5
orbital gap (alpha / beta) = 8.48 / 5.57 eV
energy relative to the best compared isomer or geometry (same formula, charge and spin) = 43.0 kJ/mol
charge = +1

Each line ends with the Löwdin spin population.
Element x y z (Å)
Pt -0.2690 -0.1790 -0.1054  1.418
C -2.2829 2.3579 0.5037  0.009
N -1.9933 1.4828 -0.6483  0.147
C -1.5941 2.2915 -1.8026  0.006
C -3.0948 0.5826 -0.9113  0.056
C -3.9950 0.7726 -1.9420  0.000
C -4.9987 -0.1630 -2.1706  0.068
C -5.0880 -1.3008 -1.3863  -0.002
C -4.1942 -1.5054 -0.3502  0.062
C -3.2045 -0.5559 -0.0840  0.025
N -2.1738 -0.7091 0.8259  0.422
C -2.1922 -1.3909 1.9794  0.042
C -3.3438 -1.9813 2.5583  0.111
C -3.2261 -2.7970 3.6555  -0.002
C -1.9750 -3.0287 4.2267  0.157
C -0.8469 -2.3691 3.7486  -0.011
C -0.9440 -1.5131 2.6714  0.123
N 0.1539 -0.6697 2.2605  0.109
C 0.1163 0.5816 3.0514  0.008
C 1.4808 -1.3005 2.4458  0.007
H -3.0581 3.0851 0.2430  0.003
H -1.3788 2.8931 0.7885  0.001
H -2.6293 1.7603 1.3430  0.001
H -2.3504 3.0399 -2.0555  0.003
H -1.4182 1.6503 -2.6633  0.002
H -0.6704 2.8125 -1.5546  0.001
H -3.9254 1.6386 -2.5840  -0.001
H -5.6958 -0.0075 -2.9825  0.004
H -5.8363 -2.0507 -1.6018  -0.001
H -4.2042 -2.4404 0.1899  0.002
H -4.3164 -1.7882 2.1311  0.005
H -4.1063 -3.2619 4.0778  -0.003
H -1.8841 -3.6905 5.0771  0.008
H 0.1003 -2.5114 4.2483  -0.003
H 0.1919 0.3596 4.1200  0.000
H -0.8122 1.1196 2.8629  0.001
H 0.9746 1.1926 2.7698  0.001
H 1.7516 -1.3264 3.5047  0.003
H 2.2212 -0.7050 1.9125  0.001
H 1.4729 -2.3012 2.0275  0.000
C 5.2072 2.3557 0.6187  0.000
C 5.6372 0.9054 0.4412  0.000
S 4.4541 -0.2513 -0.2965  0.002
C 3.8994 0.6713 -1.7470  0.003
C 2.6076 1.5226 -1.6018  0.016
S 1.7550 1.2654 -0.0209  0.121
C 1.4679 2.9619 0.5376  0.018
C 2.7508 3.6767 0.9951  0.011
S 3.9494 2.6643 1.9002  0.002
H 4.8435 2.7742 -0.3202  0.000
H 6.0920 2.9354 0.8851  0.000
H 5.8871 0.4635 1.4074  0.000
H 6.5552 0.8968 -0.1503  0.000
H 3.7579 -0.0577 -2.5430  0.000
H 4.7198 1.3116 -2.0739  0.000
H 1.9137 1.2779 -2.4041  0.010
H 2.8184 2.5894 -1.6765  0.000
H 0.7680 2.8727 1.3679  0.001
H 0.9789 3.5552 -0.2379  0.001
H 2.4539 4.4939 1.6536  0.001
H 3.2540 4.1472 0.1509  0.000
O 1.1332 -2.1608 -0.2982  0.130
S 0.3533 -2.7283 -1.4168  0.013
O 1.1022 -3.5121 -2.3378  0.017
O -0.9731 -3.1421 -1.0629  0.028
S -0.0084 -0.7647 -2.3175  0.845

---

| no. | total energy (eV) |
| --- | --- |
| 1 | -96216.6812 |
| 2 | -30410.0166 |
| 3 | -36551.9320 |
| 4 | -91360.2330 |